<A>
ORCA calculation (ωB97M-V with the def2-TZVPD basis set) on a gas-phase ion, C4H11N2 (charge +1).

Element x y z (Å)
N: 0.6539 -0.3825 -0.2045
N: 2.8196 -1.2499 -0.3018
C: -1.7086 0.4289 -0.1944
C: -1.3728 1.8916 0.0496
C: 1.5267 -1.3191 -0.0092
C: -0.6776 -0.5166 0.4174
H: -1.8346 0.1262 -1.2373
H: -1.7751 2.5700 -0.7077
H: 3.3312 -0.3771 -0.2404
H: -0.6548 -0.3384 1.4972
H: -0.2903 2.0611 0.0432
H: 0.8932 0.4625 -0.7106
H: 1.1733 -2.2056 0.5063
H: -2.6830 0.2175 0.2468
H: -1.7916 2.3267 0.9565
H: 3.3113 -2.1198 -0.4210
H: -0.9206 -1.5756 0.3098

Results
- Spin multiplicity: 1
- Total charge: +1
- Structure (SMILES): CCCNC=[NH2+]
- LUMO: -3.9 eV

<B>
ORCA calculation (ωB97M-V with the def2-TZVPD basis set) on 2 unconnected molecules or ions with the total composition C4H11N2.

Element x y z (Å)
N: -1.8226 -0.0513 0.3320
N: 1.2690 0.0449 -0.0546
C: -0.9133 -0.5548 -0.4697
C: 2.4996 -0.7531 -0.4940
C: 2.3501 -0.3420 0.9553
C: -2.7033 1.0507 -0.0115
H: 1.3347 1.0112 -0.4527
H: -2.2508 1.7812 -0.7114
H: -2.7395 1.6403 0.9018
H: 3.0876 -0.1376 -1.1605
H: -0.5632 -1.5898 -0.3973
H: -3.6638 0.9883 -0.5241
H: 2.2837 -1.7890 -0.7711
H: 2.8402 0.4024 1.5129
H: -2.0633 -0.4317 1.2185
H: 1.9751 -1.0916 1.6049
H: -0.9203 -0.1781 -1.4785

Results
- Spin multiplicity: 1
- Total charge: +1
- LUMO: -4.0 eV

<C>
ORCA calculation (ωB97M-V with the def2-TZVPD basis set) on 2 unconnected molecules or ions with the total composition C4H11N2.

Element x y z (Å)
N: -0.1282 2.0489 -0.2896
N: 0.0555 0.3836 1.4879
C: 0.1227 0.7439 -0.0526
C: 1.6758 -1.1140 -0.4412
C: -1.8738 -1.1753 -0.5353
C: 0.9691 -0.1260 -0.8298
H: -0.8362 0.7292 2.1048
H: -1.4387 -1.5928 -1.3290
H: 2.0118 -1.3852 0.6458
H: 0.0374 -0.6500 1.3973
H: 0.2420 2.7043 -1.0204
H: -2.6181 -0.5376 -0.8777
H: -0.6676 2.5252 0.4639
H: 1.0154 0.5635 1.9187
H: 2.3114 -1.7320 -1.1047
H: 0.9967 0.2282 -1.8787
H: -1.8752 -1.6139 0.3406

Results
- Spin multiplicity: 1
- Total charge: +1
- LUMO (spin up / spin down): -4.1 / -3.9 eV

Stability, highest: <A>

<A>
ORCA calculation (ωB97M-V with the def2-TZVPD basis set) on a gas-phase ion, C4H11N2 (charge +1).

Element x y z (Å)
N: 1.5930 0.3235 0.2530
N: -0.1927 1.7592 -0.0274
C: 2.2867 -0.7304 0.2818
C: -1.7612 -0.6828 0.5784
C: -0.8176 -0.6481 -0.6115
C: 0.2633 0.5301 -0.5471
H: 1.8026 1.1542 0.8080
H: -0.9846 1.6993 0.5972
H: -1.2290 -0.8197 1.5172
H: -2.4486 -1.5143 0.4512
H: 1.9910 -1.5918 -0.3117
H: -0.2924 2.5186 -0.6825
H: 0.6493 0.6498 -1.5672
H: -0.3063 -1.6006 -0.7273
H: -2.3650 0.2204 0.6391
H: 3.1901 -0.8207 0.8737
H: -1.3785 -0.4466 -1.5250

Results
- Spin multiplicity: 1
- Total charge: +1
- Structure (SMILES): C=[NH+][C@H](N)CC
- LUMO: -4.8 eV

<B>
ORCA calculation (ωB97M-V with the def2-TZVPD basis set) on a gas-phase ion, C4H11N2 (charge +1).

Element x y z (Å)
N: -0.8491 -2.1056 1.2872
N: 0.6150 -0.5169 0.4677
C: -0.5871 1.0724 -1.7556
C: 0.8642 0.9584 0.3696
C: -0.6073 -0.8887 0.8124
C: 0.6734 1.5441 -1.0351
H: -1.7363 -2.3421 1.6901
H: -0.6679 1.6079 -2.6978
H: -0.3937 0.0493 -2.0908
H: -1.4860 1.1381 -1.1462
H: 0.2449 1.4306 1.1284
H: -0.0392 -2.6853 1.2248
H: -1.4662 -0.2306 0.7791
H: 1.2552 -1.2996 0.4589
H: 0.8565 2.6242 -1.0157
H: 1.5985 1.2410 -1.5476
H: 1.9130 1.0836 0.6311

Results
- Spin multiplicity: 1
- Total charge: +1
- Structure (SMILES): CCCNC=[NH2+]
- LUMO: -3.8 eV

Stability, highest: <B>

<A>
ORCA calculation (ωB97M-V with the def2-TZVPD basis set) on 2 unconnected molecules or ions with the total composition C8H19PS2.

Element x y z (Å)
S: -4.3924 0.1278 1.6337
S: -5.4269 0.1079 -1.3559
P: -5.1604 1.3674 0.1474
C: 2.2843 -1.2010 -0.6483
C: -0.2019 2.3396 1.0299
C: 0.5349 0.0637 0.6691
C: 1.2021 1.8727 -1.0210
C: 0.1600 1.2818 -0.1253
C: 0.6846 -2.4954 0.8958
C: 0.8680 -1.3392 -0.0531
C: -0.0647 -1.4691 -1.3316
H: -0.8885 1.9164 1.7166
H: 3.1672 -0.9221 -0.0575
H: 2.0459 1.2426 -1.2109
H: -1.0928 -1.9258 -1.1111
H: 0.8125 2.4767 1.4364
H: 0.7474 2.0981 -1.9572
H: -0.1479 -2.3940 1.5919
H: -0.2503 -0.4663 -1.6651
H: 1.4400 0.2190 1.1374
H: -0.8095 1.2260 -0.7351
H: 0.4078 -2.1193 -2.1262
H: 1.5833 2.7977 -0.5895
H: 1.5908 -2.5485 1.4898
H: 2.3814 -0.6474 -1.6240
H: 2.4775 -2.3023 -0.8345
H: 0.4964 -3.3986 0.4871
H: -0.6633 3.2075 0.6102
H: -0.1751 -0.1819 1.4179
H: -3.6102 1.0659 2.1831

Results
- Spin multiplicity: 1
- Total charge: 0
- Structure (SMILES): CC(C)CC(C)(C)C.S=PS
- LUMO: -1.5 eV

<B>
ORCA calculation (ωB97M-V with the def2-TZVPD basis set) on 2 unconnected molecules or ions with the total composition C8H19PS2.

Element x y z (Å)
S: 3.3745 -0.6045 1.3118
S: 4.2768 -1.0080 -1.8303
P: 5.0226 -0.6463 -0.1748
C: -1.0973 -2.3301 -1.5318
C: -1.5272 0.9163 2.2322
C: -0.5745 -0.8198 -1.2668
C: -0.8616 -0.5166 0.2329
C: 0.4990 1.5911 0.9060
C: -0.8967 0.9106 0.7755
C: -1.8102 1.8368 -0.0749
C: 0.8677 -0.7017 -1.6446
H: -1.3822 1.8831 2.6254
H: 1.0343 -1.4291 -2.5245
H: -1.8934 2.7807 0.5029
H: -1.4203 -2.7133 -2.5778
H: -1.0267 0.1781 2.9880
H: -1.7713 -1.0066 0.5909
H: 0.6958 1.7686 -0.1399
H: 1.5968 -1.2216 -0.7974
H: -0.1091 -1.0970 0.7636
H: 4.3760 -0.1761 2.0389
H: 0.4189 2.5932 1.3088
H: 1.0411 0.2958 -2.0153
H: -1.3159 -0.2171 -1.9160
H: -0.2670 -3.1350 -0.9864
H: -1.3817 2.1965 -1.0311
H: -2.7158 1.3783 -0.3387
H: 1.3806 1.1050 1.3087
H: -2.6402 0.7388 2.1376
H: -1.8931 -2.5503 -0.8728

Results
- Spin multiplicity: 1
- Total charge: 0
- Structure (SMILES): CC(C)CC(C)(C)C.S=PS
- LUMO: -1.3 eV

Stability, highest: <A>

<A>
ORCA calculation (ωB97M-V with the def2-TZVPD basis set) on a gas-phase ion, C10H10N (charge +1).

Element x y z (Å)
N: -1.7124 -0.6175 -1.5652
C: 0.3599 -1.0165 -0.2592
C: -0.0093 -2.0658 -0.8482
C: 2.4392 1.9591 0.5978
C: 0.8111 0.1866 0.2669
C: -1.3249 -1.9794 -1.6283
C: 1.6685 2.4590 1.6851
C: -2.5933 -1.5587 -0.8923
C: 0.0283 0.7339 1.2857
C: 0.4120 1.9366 1.9103
C: 2.0464 0.7578 -0.0556
H: -2.0423 -0.2015 -2.4721
H: -0.9203 0.2861 1.4713
H: -0.0250 2.4575 2.7915
H: 2.6042 0.2226 -0.8303
H: -1.2957 -2.5956 -2.5348
H: 0.4517 -2.9594 -0.5889
H: -3.6001 -1.9651 -1.1620
H: -2.4960 -1.7022 0.1720
H: 3.2544 2.4918 0.2172
H: 1.9436 3.1706 2.4391

Results
- Spin multiplicity: 1
- Total charge: +1
- LUMO: -5.8 eV

<B>
ORCA calculation (ωB97M-V with the def2-TZVPD basis set) on 2 unconnected molecules or ions with the total composition C10H10N.

Element x y z (Å)
N: 1.8464 0.8729 -0.4260
C: 3.6347 -1.0204 0.7617
C: -1.8688 1.0569 0.2514
C: -0.8000 -1.0014 -0.3974
C: -3.1053 0.4185 0.4285
C: -2.0201 -1.5863 -0.3074
C: 1.4068 2.2533 -0.2348
C: 0.5748 1.0113 -0.1525
C: 3.5567 -1.7370 -0.1764
C: -0.6537 0.3524 -0.0290
C: -3.1970 -0.8994 0.1329
H: -2.2597 -2.5316 -0.5315
H: -0.0650 -1.6672 -0.7402
H: 3.4415 -1.9763 -1.1914
H: 3.7782 -0.8785 1.7913
H: -3.9232 0.9528 0.6820
H: -1.9832 2.1509 0.4701
H: 2.4916 0.1510 -0.0068
H: 1.3315 2.8133 -1.0978
H: 1.7984 2.8442 0.6997
H: -3.9848 -1.5793 0.0736

Results
- Spin multiplicity: 1
- Total charge: +1
- LUMO: -5.2 eV

Stability, highest: <A>

<A>
ORCA calculation (ωB97M-V with the def2-TZVPD basis set) on a single C4H8O3S molecule.

Element x y z (Å)
S: -1.1867 -1.2528 -0.8075
O: 2.2255 0.8216 -0.8655
O: -1.6434 1.5673 0.7815
O: 0.6775 -1.3013 1.6685
C: -0.1089 0.0867 -0.3527
C: -0.6231 1.4547 -0.1860
C: 1.3390 -0.2083 -0.4600
C: 0.8438 -0.1480 0.8286
H: -0.0700 -1.7353 1.3327
H: -1.0853 1.8566 -1.1633
H: -2.2394 -0.9671 -0.0959
H: 1.4716 -1.1985 -0.7976
H: -2.0545 2.4909 0.7079
H: 0.2336 2.2408 -0.0843
H: 1.0218 0.6722 1.4950
H: 2.9282 0.8737 -0.1299

Results
- Spin multiplicity: 1
- Total charge: 0
- Structure (SMILES): OCC1(S)[C@@H](O)[C@@H]1O
- LUMO: 0.6 eV

<B>
ORCA calculation (ωB97M-V with the def2-TZVPD basis set) on 2 unconnected molecules or ions with the total composition C4H8O3S.

Element x y z (Å)
S: -2.1863 -0.9263 0.1406
O: -1.9441 1.5313 0.8260
O: -2.5554 -0.9762 1.5638
O: 0.7075 -1.1513 -1.9325
C: -1.7670 0.6166 -0.1979
C: 1.3774 -0.3527 0.9257
C: 1.2145 0.0726 -1.5698
C: 1.4446 0.4319 -0.3241
H: -2.1078 0.9241 1.5376
H: 1.7604 1.5357 -0.1319
H: 0.9549 -1.5049 0.6830
H: 1.3671 0.8434 -2.3664
H: 0.5032 0.0221 1.4539
H: 0.7187 -1.6723 -1.0666
H: 2.1816 -0.4910 1.6217
H: -1.6694 1.0971 -1.1630

Results
- Spin multiplicity: 1
- Total charge: 0
- LUMO: 0.1 eV

Stability, highest: <A>

<A>
ORCA calculation (ωB97M-V with the def2-TZVPD basis set) on a single C3H7NO molecule.

Element x y z (Å)
O: -0.8047 -1.8896 0.4589
N: -1.0316 -0.1431 -1.0896
C: -0.5923 0.8144 -0.0894
C: 0.8483 0.2770 0.7737
C: -0.3413 -1.2273 -0.4273
H: -0.5848 0.0534 -1.9886
H: 0.6663 -1.3359 -0.8621
H: 1.7090 0.6361 0.2108
H: -1.3728 0.8817 0.6702
H: 0.6623 0.8353 1.6735
H: -0.3698 1.8086 -0.5150
H: 1.2114 -0.7106 1.1849

Results
- Spin multiplicity: 1
- Total charge: 0
- Structure (SMILES): CCNC=O
- LUMO: 0.9 eV

<B>
ORCA calculation (ωB97M-V with the def2-TZVPD basis set) on a molecular structure, C3H7NO.

Element x y z (Å)
O: -1.0273 1.0182 2.0790
N: -0.7248 1.1211 -0.7570
C: -0.3767 0.0465 1.4251
C: 0.8293 -0.9692 -0.9012
C: -0.0233 -0.0089 -0.0388
H: 0.2910 -0.6067 2.1068
H: 1.4273 -0.4424 -1.8546
H: 0.1116 -1.5874 -1.4308
H: -0.8971 1.8471 0.0608
H: 1.4188 -1.6450 -0.3158
H: 0.6342 0.5844 0.7713
H: -1.6629 0.6424 -1.1449

Results
- Spin multiplicity: 1
- Total charge: 0
- LUMO: 0.6 eV

<C>
ORCA calculation (ωB97M-V with the def2-TZVPD basis set) on 2 unconnected molecules or ions with the total composition C3H7NO.

Element x y z (Å)
O: 1.2292 -1.2151 -0.0202
N: -0.5365 1.4570 0.5050
C: -0.8964 0.3363 0.6164
C: 0.0412 2.4486 -0.0903
C: 0.1593 -1.9648 -0.4077
H: -1.0950 -0.3462 1.4715
H: 0.9102 2.4958 -0.7993
H: -0.2514 -1.4720 -1.2897
H: 1.0047 -0.1329 0.0268
H: 0.4013 -3.0670 -0.6005
H: -0.5211 -2.0347 0.5591
H: -0.4455 3.4952 0.0289

Results
- Spin multiplicity: 1
- Total charge: 0
- LUMO (spin up / spin down): 0.4 / 0.4 eV

Stability, highest: <A>

<A>
ORCA calculation (ωB97M-V with the def2-TZVPD basis set) on a single C3H7NO molecule.

Element x y z (Å)
O: 0.7564 -0.5436 0.0561
N: -0.4189 1.0605 1.1739
C: 1.9497 0.0904 0.5017
C: -0.3973 0.0769 0.3718
C: -1.5452 -0.5675 -0.3597
H: -1.3710 1.3941 1.3021
H: -1.2545 -0.7461 -1.3981
H: -2.4297 0.0731 -0.3369
H: 2.1357 0.9827 -0.1056
H: -1.7924 -1.5363 0.0858
H: 1.8729 0.3886 1.5490
H: 2.7502 -0.6365 0.3551

Results
- Spin multiplicity: 1
- Total charge: 0
- Structure (SMILES): [H]/N=C(\C)OC
- LUMO: 1.0 eV

<B>
ORCA calculation (ωB97M-V with the def2-TZVPD basis set) on 2 unconnected molecules or ions with the total composition C3H7NO.

Element x y z (Å)
O: 2.4758 0.7950 0.2676
N: -1.5912 0.6833 -0.8040
C: -1.0372 -0.8431 0.9797
C: 2.4628 -0.1522 -0.4678
C: -0.8554 0.3079 0.3200
H: -1.4792 1.6438 -1.0682
H: 1.7629 -0.1127 -1.4004
H: -0.0056 0.8486 0.6978
H: -1.8763 -1.5022 0.7774
H: -2.5119 0.3218 -0.9548
H: 3.2022 -0.9979 -0.2997
H: -0.5469 -0.9924 1.9523

Results
- Spin multiplicity: 1
- Total charge: 0
- Structure (SMILES): C=CN.C=O
- LUMO: 1.0 eV

<C>
ORCA calculation (ωB97M-V with the def2-TZVPD basis set) on a single C3H7NO molecule.

Element x y z (Å)
O: 1.5381 0.4836 0.8542
N: -0.5046 1.0466 -0.6443
C: -0.2092 -0.3680 -0.5919
C: 1.1750 -0.5912 0.0317
C: -1.1782 0.0569 0.3852
H: 1.1125 -1.4832 0.6680
H: 1.9200 -0.7789 -0.7505
H: -0.8898 0.2394 1.4047
H: -1.4411 1.4147 -0.5349
H: 1.1964 1.2683 0.3833
H: -0.5039 -1.0730 -1.3672
H: -2.2151 -0.2152 0.1618

Results
- Spin multiplicity: 1
- Total charge: 0
- Structure (SMILES): OC[C@H]1CN1
- LUMO: 1.0 eV

<D>
ORCA calculation (ωB97M-V with the def2-TZVPD basis set) on a single C3H7NO molecule.

Element x y z (Å)
O: -2.3981 -0.2404 0.0491
N: -0.1281 -0.0848 -0.0122
C: -1.2852 -0.7422 -0.0479
C: 1.1685 -0.7783 0.0289
C: -0.1778 1.3704 0.0009
H: -1.0282 1.6478 -0.7192
H: 0.8770 1.6952 -0.4787
H: -0.3263 1.7810 1.0699
H: 1.9276 0.0014 0.1566
H: -1.1925 -1.8795 -0.0800
H: 1.2056 -1.4003 0.9065
H: 1.3573 -1.3703 -0.8741

Results
- Spin multiplicity: 1
- Total charge: 0
- Structure (SMILES): CN(C)C=O
- LUMO: 0.8 eV

Stability, highest: <A>

<A>
ORCA calculation (ωB97M-V with the def2-TZVPD basis set) on a single C3H7NO molecule.

Element x y z (Å)
O: -1.1154 2.6318 0.0679
N: -1.0054 0.3665 0.0286
C: -0.1368 -0.7466 -0.4032
C: 0.9928 -0.9794 0.5842
C: -0.6853 1.6031 -0.4270
H: 0.8686 -0.3629 1.4839
H: -0.1739 1.7024 -1.3898
H: 1.2632 -2.0073 0.8384
H: 0.1574 -0.3905 -1.3879
H: 1.9245 -0.6228 0.1315
H: -1.3764 0.4939 0.9647
H: -0.7132 -1.6883 -0.4914

Results
- Spin multiplicity: 1
- Total charge: 0
- Structure (SMILES): CCNC=O
- LUMO: 1.0 eV

<B>
ORCA calculation (ωB97M-V with the def2-TZVPD basis set) on 2 unconnected molecules or ions with the total composition C3H7NO.

Element x y z (Å)
O: 1.7993 -1.0788 -0.7472
N: -0.9802 -0.3460 -1.2264
C: 1.0121 -0.1701 -0.6867
C: -1.4167 -0.5784 -0.0241
C: 0.7680 0.5460 0.9439
H: -2.3323 -0.1767 0.4099
H: 0.4189 -0.1591 1.6990
H: -1.0157 -1.4341 0.5017
H: 1.8051 0.7058 1.2343
H: 1.1075 0.7422 -1.2924
H: 0.2812 1.5181 0.8775
H: -1.4471 0.4309 -1.6895

Results
- Spin multiplicity: 1
- Total charge: 0
- Structure (SMILES): CC=O.C=N
- LUMO: 0.3 eV

Stability, highest: <A>